Entry 1:
Entry from the Open Molecules 2025 dataset: a cluster of 2 separate species, C5H8N2 in total (wB97M-V/def2-TZVPD).

Results
HOMO energy, eV: -8.48
DFT total energy, a.u.: -304.6596
SMILES: CC1=CN1.C=C=N
ΔE to the lowest compared entry with this formula, charge and spin, eV: 4.786
Kohn-Sham gap, eV: 9.408

```
! wB97M-V def2-TZVPD RIJCOSX def2/J DEFGRID3
* xyz 0 1
C -1.403 1.105 -0.528
C -1.189 0.035 0.460
C 2.023 0.486 -1.143
C 2.074 -0.313 -0.103
N 2.156 -1.069 0.856
C -1.101 -0.516 1.608
N -0.779 -1.410 0.437
H -1.140 2.079 -0.104
H -0.783 0.921 -1.410
H -2.454 1.136 -0.838
H 1.841 1.546 -1.024
H 2.153 0.074 -2.136
H -1.036 -0.584 2.679
H 1.238 -1.505 1.028
H -1.602 -1.984 0.219
*
```

Entry 2:
Entry from the Open Molecules 2025 dataset: the molecule C5H8N2 (wB97M-V/def2-TZVPD).

Results
HOMO energy, eV: -8.46
DFT total energy, a.u.: -304.8051
SMILES: Cc1cn(C)cn1
ΔE to the lowest compared entry with this formula, charge and spin, eV: 0.828
Kohn-Sham gap, eV: 9.334

```
! wB97M-V def2-TZVPD RIJCOSX def2/J DEFGRID3
* xyz 0 1
C 0.532 1.825 1.109
N 0.470 0.376 1.030
C -0.627 -0.341 1.432
N -0.957 -1.288 0.596
C -0.069 -1.149 -0.459
C -0.479 -1.464 -1.856
C 0.850 -0.198 -0.168
H 0.001 2.255 0.250
H 0.043 2.174 2.016
H 1.570 2.158 1.085
H -1.160 -0.100 2.345
H -1.280 -2.198 -1.876
H -0.895 -0.515 -2.221
H 0.348 -1.742 -2.514
H 1.651 0.206 -0.769
*
```

Entry 3:
Entry from the Open Molecules 2025 dataset: a structure of composition C5H8N2 (wB97M-V/def2-TZVPD).

Results
HOMO energy (alpha / beta), eV: -7.85 / -7.85
DFT total energy, a.u.: -304.6548
ΔE to the lowest compared entry with this formula, charge and spin, eV: 4.916
Kohn-Sham gap (alpha / beta), eV: 8.147 / 8.148

```
! wB97M-V def2-TZVPD RIJCOSX def2/J DEFGRID3
* xyz 0 1
C 0.770 0.552 1.878
C -0.179 0.489 0.712
N -0.409 -0.766 0.080
C -1.369 -0.574 -0.903
C -0.545 -0.050 -1.923
N 0.721 -0.773 -1.862
C 0.767 -1.146 -0.649
H 1.041 1.594 2.083
H 0.314 0.137 2.787
H 1.697 0.001 1.678
H -0.141 0.962 -1.033
H -1.082 1.095 0.807
H -2.323 -0.158 -0.598
H -0.862 0.267 -2.911
H 1.599 -1.630 -0.148
*
```

Entry 4:
Entry from the Open Molecules 2025 dataset: the molecule C5H8N2 in a non-equilibrium geometry (wB97M-V/def2-TZVPD).

Results
HOMO energy, eV: -9.84
DFT total energy, a.u.: -304.7672
SMILES: CC1(C)N[C@H]1C#N
ΔE to the lowest compared entry with this formula, charge and spin, eV: 1.859
Kohn-Sham gap, eV: 10.731

```
! wB97M-V def2-TZVPD RIJCOSX def2/J DEFGRID3
* xyz 0 1
C 0.827 -0.806 -0.773
C 0.177 0.113 0.246
C 0.109 -0.521 1.614
N 0.455 1.515 0.034
C -0.931 1.097 -0.130
C -1.498 0.577 -1.349
N -1.782 -0.117 -2.232
H 0.503 -1.853 -0.737
H 1.857 -0.736 -0.416
H 0.788 -0.468 -1.813
H 0.206 0.227 2.399
H -0.878 -0.991 1.664
H 0.850 -1.315 1.778
H 0.932 1.680 -0.849
H -1.615 1.596 0.564
*
```

Entry 5:
Entry from the Open Molecules 2025 dataset: a structure of composition C5H8N2 in a non-equilibrium geometry (wB97M-V/def2-TZVPD).

Results
HOMO energy, eV: -7.90
DFT total energy, a.u.: -304.6746
ΔE to the lowest compared entry with this formula, charge and spin, eV: 4.378
Kohn-Sham gap, eV: 8.942

```
! wB97M-V def2-TZVPD RIJCOSX def2/J DEFGRID3
* xyz 0 1
C -0.226 2.544 -0.295
N -0.235 0.786 -0.647
C 1.002 0.245 -0.924
C 1.115 -0.945 -0.284
C -0.128 -1.176 0.414
N -0.366 -2.283 1.242
C -0.941 -0.110 0.162
H -0.598 1.840 -1.243
H -0.831 2.571 0.616
H 0.811 2.754 0.016
H 1.686 0.782 -1.571
H 1.977 -1.596 -0.281
H 0.071 -3.128 0.904
H -1.345 -2.452 1.422
H -1.957 0.092 0.474
*
```

Entry 6:
Entry from the Open Molecules 2025 dataset: the molecule C5H8N2 in a non-equilibrium geometry (wB97M-V/def2-TZVPD).

Results
HOMO energy, eV: -8.42
DFT total energy, a.u.: -304.6344
ΔE to the lowest compared entry with this formula, charge and spin, eV: 5.473
Kohn-Sham gap, eV: 5.680

```
! wB97M-V def2-TZVPD RIJCOSX def2/J DEFGRID3
* xyz 0 1
C -2.179 0.356 -0.624
C -1.133 0.106 0.452
C 0.307 0.243 -0.073
C 1.187 -0.770 0.311
N 3.248 -1.706 0.958
C 2.634 -0.725 0.555
N 0.431 1.230 -0.860
H -3.194 0.407 -0.236
H -2.000 1.360 -1.014
H -2.084 -0.292 -1.492
H -1.366 -0.868 0.893
H -1.218 0.793 1.294
H 0.884 -1.718 0.719
H 3.052 0.233 0.179
H 1.430 1.352 -1.062
*
```

Entry 7:
Entry from the Open Molecules 2025 dataset: the molecule C5H8N2 (wB97M-V/def2-TZVPD).

Results
HOMO energy (alpha / beta), eV: -6.51 / -6.75
DFT total energy, a.u.: -304.7205
ΔE to the lowest compared entry with this formula, charge and spin, eV: 3.129
Kohn-Sham gap (alpha / beta), eV: 7.237 / 7.280

```
! wB97M-V def2-TZVPD RIJCOSX def2/J DEFGRID3
* xyz 0 1
C -1.320 -1.546 0.358
N -0.220 -0.849 0.080
C 1.010 -1.130 -0.364
C 1.837 0.033 -0.148
C 1.108 1.063 0.334
C -0.330 0.639 0.337
N -1.114 1.271 -0.700
H -1.530 -2.488 -0.123
H -1.745 -1.335 1.332
H -0.906 0.665 1.269
H 1.326 -2.156 -0.500
H 2.916 0.019 -0.272
H 1.445 2.059 0.594
H -1.955 1.690 -0.325
H -0.580 1.976 -1.195
*
```

Entry 8:
Entry from the Open Molecules 2025 dataset: the molecule C5H8N2 in a non-equilibrium geometry (wB97M-V/def2-TZVPD).

Results
HOMO energy, eV: -7.57
DFT total energy, a.u.: -304.7340
SMILES: Cn1cccc1N
ΔE to the lowest compared entry with this formula, charge and spin, eV: 2.761
Kohn-Sham gap, eV: 8.379

```
! wB97M-V def2-TZVPD RIJCOSX def2/J DEFGRID3
* xyz 0 1
C -1.308 -1.256 0.418
N -0.064 -0.544 0.241
C 1.197 -1.063 0.325
C 2.127 -0.077 -0.010
C 1.320 1.099 -0.240
C 0.005 0.772 -0.150
N -1.152 1.477 -0.499
H -1.987 -0.998 -0.402
H -1.106 -2.329 0.391
H -1.779 -1.000 1.372
H 1.308 -2.092 0.661
H 2.351 0.082 -1.088
H 1.762 2.041 -0.535
H -1.826 1.513 0.255
H -0.900 2.422 -0.764
*
```

Entry 9:
Entry from the Open Molecules 2025 dataset: the molecule C5H8N2 (wB97M-V/def2-TZVPD).

Results
HOMO energy, eV: -8.73
DFT total energy, a.u.: -304.8260
SMILES: CCn1ccnc1
ΔE to the lowest compared entry with this formula, charge and spin, eV: 0.258
Kohn-Sham gap, eV: 9.606

```
! wB97M-V def2-TZVPD RIJCOSX def2/J DEFGRID3
* xyz 0 1
C 0.647 1.663 -1.124
C -0.215 1.168 0.035
N -0.066 -0.242 0.380
C -0.955 -0.947 1.164
C -0.644 -2.266 0.976
N 0.407 -2.404 0.104
C 0.713 -1.173 -0.230
H 0.315 2.681 -1.354
H 1.717 1.708 -0.897
H 0.516 1.055 -2.026
H -1.262 1.269 -0.274
H -0.036 1.797 0.917
H -1.686 -0.460 1.795
H -1.141 -3.133 1.393
H 1.492 -0.879 -0.918
*
```

Entry 10:
Entry from the Open Molecules 2025 dataset: the molecule C5H8N2 in a non-equilibrium geometry (wB97M-V/def2-TZVPD).

Results
HOMO energy, eV: -8.20
DFT total energy, a.u.: -304.7857
SMILES: [H]/N=C1/CCNC1=C
ΔE to the lowest compared entry with this formula, charge and spin, eV: 1.354
Kohn-Sham gap, eV: 9.077

```
! wB97M-V def2-TZVPD RIJCOSX def2/J DEFGRID3
* xyz 0 1
C 1.644 0.285 -0.324
C 0.553 0.787 -1.271
N 0.941 -0.632 0.565
C -0.694 0.578 -0.334
C -0.440 -0.650 0.454
C -1.324 -1.330 1.184
N -1.762 1.272 -0.493
H 1.339 -0.884 1.465
H -2.542 0.870 0.032
H 2.466 -0.206 -0.850
H 2.054 1.110 0.271
H 0.675 1.841 -1.526
H 0.468 0.189 -2.182
H -2.378 -1.085 1.186
H -1.000 -2.145 1.822
*
```

Entry 11:
Entry from the Open Molecules 2025 dataset: the molecule C5H8N2 in a non-equilibrium geometry (wB97M-V/def2-TZVPD).

Results
HOMO energy, eV: -8.85
DFT total energy, a.u.: -304.7176
SMILES: C[C@@]1(C=C=N)CN1
ΔE to the lowest compared entry with this formula, charge and spin, eV: 3.208
Kohn-Sham gap, eV: 9.646

```
! wB97M-V def2-TZVPD RIJCOSX def2/J DEFGRID3
* xyz 0 1
C 1.117 0.474 -0.864
C -0.128 0.404 -0.005
C -1.057 -0.709 -0.342
C -0.608 -1.878 -0.707
N -0.187 -3.040 -0.662
C -0.057 0.935 1.386
N -0.833 1.622 0.355
H 1.701 -0.453 -0.796
H 0.839 0.621 -1.913
H 1.763 1.299 -0.547
H -2.120 -0.611 -0.167
H -0.334 -2.955 0.370
H 0.887 1.377 1.708
H -0.641 0.480 2.184
H -0.342 2.436 0.001
*
```

Entry 12:
Entry from the Open Molecules 2025 dataset: the molecule C5H8N2 in a non-equilibrium geometry (wB97M-V/def2-TZVPD).

Results
HOMO energy, eV: -10.18
DFT total energy, a.u.: -304.7606
SMILES: C[C@H]1N[C@]1(C)C#N
ΔE to the lowest compared entry with this formula, charge and spin, eV: 2.038
Kohn-Sham gap, eV: 11.051

```
! wB97M-V def2-TZVPD RIJCOSX def2/J DEFGRID3
* xyz 0 1
C 1.818 -0.859 -0.200
C 0.860 0.186 0.360
N 0.278 0.761 -0.838
C -0.643 0.338 0.196
C -1.635 -0.775 -0.051
C -1.232 1.550 0.772
N -1.675 2.598 0.991
H 2.678 -1.025 0.444
H 1.341 -1.794 -0.498
H 2.187 -0.416 -1.139
H 1.232 0.835 1.163
H 0.449 1.752 -0.878
H -1.118 -1.708 -0.284
H -2.247 -0.934 0.844
H -2.293 -0.508 -0.882
*
```

Entry 13:
Entry from the Open Molecules 2025 dataset: the molecule C5H8N2 in a non-equilibrium geometry (wB97M-V/def2-TZVPD).

Results
HOMO energy, eV: -8.67
DFT total energy, a.u.: -304.6853
SMILES: [H]/N=C(\C)CNC#C
ΔE to the lowest compared entry with this formula, charge and spin, eV: 4.088
Kohn-Sham gap, eV: 9.308

```
! wB97M-V def2-TZVPD RIJCOSX def2/J DEFGRID3
* xyz 0 1
C 0.896 0.960 0.114
C -0.524 -0.499 -1.577
N 0.679 1.107 1.526
C 0.265 -0.489 -0.289
N 0.989 -1.459 0.117
C -0.577 0.807 1.892
C -1.515 0.120 1.460
H 1.382 0.630 2.083
H 0.911 -2.300 -0.453
H 1.962 1.043 -0.108
H 0.312 1.702 -0.429
H -0.544 -1.492 -2.033
H -1.560 -0.222 -1.376
H -0.129 0.199 -2.314
H -2.548 -0.106 1.388
*
```

Entry 14:
Entry from the Open Molecules 2025 dataset: the molecule C5H8N2 in a non-equilibrium geometry (wB97M-V/def2-TZVPD).

Results
HOMO energy, eV: -7.81
DFT total energy, a.u.: -304.7432
SMILES: C=C1CN(C)C=N1
ΔE to the lowest compared entry with this formula, charge and spin, eV: 2.512
Kohn-Sham gap, eV: 8.582

```
! wB97M-V def2-TZVPD RIJCOSX def2/J DEFGRID3
* xyz 0 1
C 0.238 -0.762 2.096
N -0.163 -0.271 0.797
C -1.324 -0.631 0.150
N -1.408 -0.395 -1.125
C -0.222 0.313 -1.384
C 0.128 1.284 -2.259
C 0.734 0.151 -0.266
H 0.703 0.047 2.665
H -0.643 -1.107 2.648
H 0.948 -1.602 2.035
H -2.155 -1.024 0.739
H 0.536 2.192 -1.818
H 1.292 1.109 -0.451
H -0.119 1.341 -3.303
H 1.508 -0.607 -0.455
*
```

Entry 15:
Entry from the Open Molecules 2025 dataset: a cluster of 2 separate species, C5H8N2 in total in a non-equilibrium geometry (wB97M-V/def2-TZVPD).

Results
HOMO energy, eV: -7.87
DFT total energy, a.u.: -304.6613
ΔE to the lowest compared entry with this formula, charge and spin, eV: 4.741
Kohn-Sham gap, eV: 8.450

```
! wB97M-V def2-TZVPD RIJCOSX def2/J DEFGRID3
* xyz 0 1
C -1.690 -1.197 0.282
C -0.939 -0.045 -0.342
C -0.722 1.242 0.333
N 0.282 0.438 0.331
C 1.522 0.055 0.588
C 1.979 -1.160 0.030
N 2.351 -2.160 -0.440
H -1.708 -1.102 1.372
H -1.251 -2.163 0.011
H -2.723 -1.176 -0.082
H -0.846 -0.085 -1.432
H 1.004 2.370 -1.277
H -1.065 2.116 0.859
H 1.703 2.121 -1.356
H 2.157 0.689 1.192
*
```

Entry 16:
Entry from the Open Molecules 2025 dataset: a cluster of 2 separate species, C5H8N2 in total in a non-equilibrium geometry (wB97M-V/def2-TZVPD).

Results
HOMO energy, eV: -7.26
DFT total energy, a.u.: -304.6858
ΔE to the lowest compared entry with this formula, charge and spin, eV: 4.073
Kohn-Sham gap, eV: 7.997

```
! wB97M-V def2-TZVPD RIJCOSX def2/J DEFGRID3
* xyz 0 1
C 1.766 -0.705 -0.717
C -1.956 -0.805 -1.048
C -0.417 1.004 -0.361
C 1.565 -1.299 0.569
C -0.385 1.988 0.745
N 1.945 -0.104 -1.695
N -1.227 0.156 -0.674
H -1.771 -1.826 -0.983
H -2.798 -0.488 -1.547
H 2.475 -1.276 1.055
H 1.285 -2.273 0.459
H 0.810 -0.791 1.042
H -0.912 1.405 1.547
H -1.002 2.795 0.449
H 0.622 2.219 1.159
*
```

Entry 17:
Entry from the Open Molecules 2025 dataset: the molecule C5H8N2 (wB97M-V/def2-TZVPD).

Results
HOMO energy, eV: -7.14
DFT total energy, a.u.: -304.6864
ΔE to the lowest compared entry with this formula, charge and spin, eV: 4.056
Kohn-Sham gap, eV: 7.274

```
! wB97M-V def2-TZVPD RIJCOSX def2/J DEFGRID3
* xyz 0 1
C 0.661 1.666 -0.446
N 0.072 0.350 -0.490
C -0.800 -0.111 -1.462
C -1.394 -1.267 -1.017
C -0.933 -1.619 0.311
C -0.116 -0.560 0.544
N 0.703 -0.666 1.765
H 1.613 1.639 0.099
H 0.880 1.996 -1.466
H 0.013 2.417 0.027
H -0.917 0.446 -2.386
H -2.083 -1.859 -1.611
H 0.237 -1.567 2.032
H 0.564 0.032 2.502
H 1.704 -0.835 1.631
*
```

Entry 18:
Entry from the Open Molecules 2025 dataset: the molecule C5H8N2 (wB97M-V/def2-TZVPD).

Results
HOMO energy, eV: -8.76
DFT total energy, a.u.: -304.8290
SMILES: CCn1ccnc1
ΔE to the lowest compared entry with this formula, charge and spin, eV: 0.176
Kohn-Sham gap, eV: 9.708

```
! wB97M-V def2-TZVPD RIJCOSX def2/J DEFGRID3
* xyz 0 1
C -1.842 0.132 0.495
C -1.053 -0.281 -0.744
N 0.367 -0.093 -0.505
C 1.161 -0.935 0.239
C 2.258 -0.200 0.588
N 2.163 1.078 0.089
C 1.017 1.104 -0.543
H -2.921 0.057 0.335
H -1.566 -0.499 1.345
H -1.598 1.167 0.757
H -1.341 0.314 -1.617
H -1.223 -1.333 -0.995
H 0.875 -1.960 0.430
H 3.109 -0.512 1.178
H 0.593 1.961 -1.053
*
```

Entry 19:
Entry from the Open Molecules 2025 dataset: the molecule C5H8N2 in a non-equilibrium geometry (wB97M-V/def2-TZVPD).

Results
HOMO energy, eV: -8.14
DFT total energy, a.u.: -304.7406
SMILES: CC(C)=C(N)C#N
ΔE to the lowest compared entry with this formula, charge and spin, eV: 2.581
Kohn-Sham gap, eV: 8.233

```
! wB97M-V def2-TZVPD RIJCOSX def2/J DEFGRID3
* xyz 0 1
C 1.277 -1.058 -0.567
C 1.011 1.313 0.294
C -0.955 -0.210 0.161
C 0.362 -0.001 -0.027
N -1.860 0.746 0.635
C -1.450 -1.648 0.319
N -1.863 -2.015 -0.707
H -2.773 0.373 0.850
H -1.930 1.572 0.058
H 0.844 -2.057 -0.578
H 2.185 -1.135 0.033
H 1.563 -0.813 -1.591
H 1.905 1.142 0.898
H 1.332 1.812 -0.625
H 0.352 1.978 0.848
*
```

Entry 20:
Entry from the Open Molecules 2025 dataset: the molecule C5H8N2 (wB97M-V/def2-TZVPD).

Results
HOMO energy, eV: -7.29
DFT total energy, a.u.: -304.7000
ΔE to the lowest compared entry with this formula, charge and spin, eV: 3.686
Kohn-Sham gap, eV: 7.732

```
! wB97M-V def2-TZVPD RIJCOSX def2/J DEFGRID3
* xyz 0 1
C 0.232 -1.161 -1.754
N -1.989 -0.498 -0.053
C -0.815 0.008 0.229
C -0.528 1.074 1.034
C 0.405 -0.649 -0.355
N -0.297 2.195 1.579
C 1.524 -0.802 0.353
H -2.745 0.045 0.360
H -0.286 3.086 1.072
H -0.031 2.289 2.564
H 0.033 -0.336 -2.443
H -0.632 -1.824 -1.796
H 1.120 -1.698 -2.090
H 2.405 -1.259 -0.079
H 1.604 -0.467 1.380
*
```